ORCA calculation (ωB97M-V with the def2-TZVPD basis set) on a 2-piece molecular cluster, C4H9NO2 overall.

ORCA input file:
```
! RIJCOSX wB97M-V def2-TZVPD def2/J DEFGRID3
* xyz 0 1
C -2.3076 -0.0984 -0.3037
C -0.8019 0.1795 -0.7880
O -0.4093 1.4022 -0.4796
C -0.1883 -0.8607 0.0321
C 1.9026 0.1134 -0.0321
O 2.5756 -0.6148 -0.7381
N 2.2547 0.4840 1.2425
H -2.4152 0.0861 0.7674
H -2.6815 -1.0908 -0.5658
H -2.8836 0.6543 -0.8449
H -0.7850 -0.0978 -1.8609
H 0.9732 0.8045 -0.3715
H -0.1279 -0.6909 1.1045
H -0.1262 -1.8964 -0.3034
H 3.2125 0.3174 1.5226
H 1.8080 1.3085 1.6189
*
```

Largest force on an atom, hartree/bohr: 0.0069
Gap between HOMO and LUMO (alpha / beta), eV: 7.5 / 7.5
Electronic energy, Ha: -362.8970
HOMO (alpha / beta), eV: -8.819 / -8.817
Energy relative to the best compared isomer or geometry (same formula, charge and spin), kcal per mole: 118.3